{"formula": "C3H33BeO14", "method": "the ωB97M-V functional and the def2-TZVPD basis", "total_charge": 1, "orbital_gap_ev": 9.739, "total_energy_ev": -32710.9255, "species": ["H", "H", "H", "O", "O", "H", "C", "H", "H", "O", "H", "C", "H", "H", "H", "O", "H", "H", "H", "H", "H", "H", "H", "H", "H", "O", "H", "H", "O", "O", "O", "H", "H", "H", "H", "H", "H", "O", "H", "O", "O", "H", "O", "C", "O", "Be", "H", "O", "H", "H", "H"], "coordinates": [[24.78800, -1.34800, 3.33600], [24.50800, -7.33900, 4.20000], [25.43500, -3.52400, 1.10900], [21.81100, -1.01500, 2.39700], [23.64700, -7.56300, 4.49100], [23.01000, -7.24600, 3.85000], [25.37800, -1.70600, 2.45500], [22.13300, -2.48200, 5.04400], [24.85300, -5.13400, 3.03800], [22.46900, -5.18600, 5.64500], [25.22000, -1.05400, 1.59400], [25.07400, -4.07000, 3.20700], [20.66300, -4.06400, 2.52200], [25.77100, 1.97600, 3.02500], [23.36300, -6.04700, 1.36600], [24.84900, 2.04300, 2.82200], [21.19800, -0.38000, 2.79200], [22.96200, -5.75100, 5.04700], [24.39700, 1.51400, 3.45000], [23.28500, 1.03500, 5.36400], [20.30300, -3.35200, 1.20900], [22.30300, -0.56600, 1.70400], [22.25700, -3.92700, 4.51900], [24.46100, -3.61800, 7.87900], [22.41900, 0.65300, 4.31500], [25.20300, -0.89600, 6.15200], [26.03500, -0.89500, 5.70000], [23.80800, -4.27600, 0.42100], [24.23500, -3.39300, 7.01300], [21.01100, -3.52200, 1.81700], [22.19800, -2.97100, 4.21100], [23.42000, 0.45700, -0.55400], [22.75500, -5.12800, -0.43900], [24.28600, -2.46400, 7.06200], [25.17600, -2.19400, -0.25500], [25.80200, -1.28700, -1.10700], [26.38900, -1.72500, 2.78900], [23.01100, -6.80700, 1.87800], [22.70100, -0.84400, -0.23900], [23.63800, -5.10700, -0.11500], [25.67100, -2.21400, -1.07100], [26.17700, -3.88500, 3.47400], [23.27400, 0.42500, 4.60000], [24.92900, -3.09500, 2.05100], [23.52200, -3.03900, 1.62400], [22.34300, -2.68200, 2.48900], [23.10100, -4.67600, 6.13900], [23.08600, -0.04900, 0.18400], [22.58500, -7.26900, 1.15800], [24.54500, -0.61200, 5.54800], [24.60500, -3.74400, 4.10500]], "atomic_forces_ev_per_a": [[0.1, -0.3, -0.8], [1.2, 0.2, -0.8], [0.0, 0.8, 1.6], [-0.2, -0.3, 0.4], [-1.3, -0.1, 1.5], [0.2, -0.3, -0.9], [-1.0, -0.1, 0.0], [0.1, 0.3, -0.5], [0.2, 0.5, -0.3], [-1.3, 0.6, -1.1], [0.2, 0.4, 0.4], [2.9, 0.4, -0.1], [-0.5, -0.6, 0.3], [0.8, 0.0, 0.2], [0.1, -0.2, 0.1], [-0.1, 0.9, -1.3], [0.0, -0.5, -0.2], [0.6, -0.9, 0.3], [-0.6, -0.9, 0.9], [0.7, -0.3, 0.0], [-0.5, 0.4, -0.6], [0.6, 0.8, -0.7], [0.1, 0.0, 0.5], [0.6, -1.2, 2.2], [-1.9, 0.1, -1.2], [0.1, -0.4, 1.5], [0.7, 0.0, -0.4], [-1.2, -0.8, -0.9], [-0.9, -1.1, -1.7], [0.6, -0.3, 0.7], [-0.2, -0.5, -0.7], [0.2, 0.5, -0.2], [-1.0, 0.5, -0.3], [0.4, 2.1, -0.6], [-0.5, -0.8, 0.5], [0.8, 1.6, -0.9], [1.0, 0.2, -0.1], [-0.1, 0.7, 0.1], [0.5, 0.5, 0.1], [1.9, 0.5, 0.9], [-0.4, -0.7, 0.2], [-1.2, -1.1, -0.2], [1.0, 0.5, 1.6], [-1.5, -1.1, -0.9], [0.4, 0.5, 0.7], [0.1, 0.5, 0.2], [0.9, 0.4, 0.8], [-0.7, -1.2, 0.0], [-0.2, -0.7, 0.0], [-0.8, 0.4, -1.1], [-0.8, 0.4, 0.6]]}


{"formula": "C3H33N2O11", "method": "the ωB97M-V functional and the def2-TZVPD basis", "total_charge": 1, "orbital_gap_ev": 9.437, "total_energy_ev": -29139.7110, "species": ["H", "H", "O", "O", "C", "H", "N", "O", "O", "H", "H", "H", "H", "H", "N", "H", "H", "O", "C", "H", "H", "O", "H", "H", "H", "H", "H", "H", "O", "H", "H", "H", "H", "H", "H", "H", "H", "H", "H", "C", "H", "H", "O", "H", "O", "H", "O", "O", "H"], "coordinates": [[0.76901, -2.44694, 0.13881], [-1.92271, -2.99149, -0.70993], [2.11729, 1.45069, 2.83260], [-0.80568, -0.33959, 2.85732], [-1.49959, -0.99618, -0.48311], [1.80434, -1.24250, 0.37945], [-1.72926, -2.29747, 0.05715], [-1.57131, 3.14519, -1.90515], [0.06839, 4.21894, 0.48634], [-3.74130, 1.28954, -1.03262], [2.74272, 0.12451, 1.92253], [2.37360, -3.87728, -1.32945], [-0.35053, 1.32972, -1.03711], [-2.15134, -2.43208, 0.92066], [0.79277, -1.53620, 0.38687], [-2.23019, 3.13799, -2.62033], [-1.86221, -0.71114, -1.50378], [-0.57727, 0.96487, -3.33470], [0.13986, -0.73601, -0.73959], [1.78588, -3.23023, -2.50080], [1.56445, 2.27659, 2.94513], [-3.73958, 0.31627, -1.11703], [-0.15027, 3.48721, 3.86004], [-0.99138, -0.65907, 3.55006], [-1.99579, -0.19798, 0.19216], [0.67136, 4.84590, 0.41845], [-4.68936, 0.41011, -1.36971], [-1.31884, -0.25290, 2.15843], [2.98134, -0.49617, 1.21801], [0.31567, -1.24497, -1.70018], [-0.04735, 3.57382, 2.30479], [-0.92622, 0.67781, -4.12728], [3.43046, 0.00823, 0.59825], [2.97112, -1.12327, -2.01814], [1.38416, 0.98679, -0.37536], [-0.01594, 0.89723, 0.61878], [-0.31722, -3.69051, 0.85095], [3.15531, 0.39615, -1.96486], [-1.19288, 2.32052, -2.20766], [0.31580, 0.69021, -0.39097], [0.03252, 0.20502, -3.07598], [-0.23109, 4.04808, -0.38777], [2.51581, -0.31185, -1.60335], [0.34212, -1.30394, 1.28886], [0.11725, 2.97135, 2.98576], [-1.10424, -4.75821, 1.71852], [1.63174, -3.44698, -1.67065], [-0.27780, -4.34436, 1.58193], [1.41642, 0.89456, 2.93364]], "atomic_forces_ev_per_a": [[-0.3, -3.8, -0.6], [-0.1, 0.8, 1.8], [2.4, 2.7, -0.2], [9.6, 6.7, -10.8], [1.4, 2.1, -0.1], [-0.5, 0.1, 1.0], [0.9, -1.2, -4.1], [-0.9, -0.1, -0.6], [-3.7, -4.2, 1.6], [1.5, 0.0, 0.4], [0.1, 0.5, 0.2], [1.8, -1.3, 0.7], [1.2, -0.7, 0.8], [-1.2, -0.1, 1.2], [0.6, 4.1, -1.1], [-0.2, 1.0, 0.4], [-0.4, -1.0, 1.0], [2.5, -1.0, 2.9], [-4.1, -1.6, 3.1], [1.1, 1.3, -6.1], [0.9, -0.2, -0.3], [-2.5, 2.0, -0.5], [0.8, -1.7, -2.8], [-5.1, -7.1, 14.7], [1.3, -1.2, -1.0], [4.4, 4.6, -0.4], [0.4, -1.6, 0.0], [-4.5, 0.4, -4.0], [-0.6, -1.8, 1.6], [0.6, 0.7, 0.6], [-0.5, 1.6, -2.3], [-1.4, -0.7, -2.9], [1.5, 1.5, -1.8], [-1.1, 1.5, 1.0], [-1.0, 0.3, -0.4], [-0.2, -0.2, 0.3], [-0.9, -1.0, 0.8], [-1.6, -1.2, 0.9], [1.0, -0.6, 0.1], [0.7, 1.9, -1.1], [-1.0, 1.7, -0.4], [-0.8, -0.4, -1.3], [3.6, -0.4, -2.7], [0.4, -0.4, -0.3], [-0.9, 0.5, 5.0], [-1.4, -0.5, -0.1], [-2.9, -0.2, 5.4], [2.1, 1.1, -0.4], [-3.2, -3.0, 0.7]]}


{"formula": "C3H33N3O13", "method": "the ωB97M-V functional and the def2-TZVPD basis", "orbital_gap_ev": 9.994, "total_energy_ev": -34735.3687, "species": ["O", "H", "H", "O", "O", "N", "H", "H", "N", "H", "H", "H", "H", "N", "H", "H", "O", "H", "H", "C", "H", "H", "H", "O", "H", "H", "H", "H", "O", "H", "O", "H", "O", "H", "H", "H", "O", "C", "H", "H", "O", "O", "C", "H", "O", "H", "H", "H", "H", "H", "H", "O"], "coordinates": [[-0.15386, 2.98234, -2.40240], [1.41096, -3.49605, 2.37805], [-0.69204, -0.91354, -1.12657], [-3.79434, 1.54171, 1.28396], [2.77248, 2.72792, 1.84293], [0.22168, -3.55517, -0.38181], [1.53627, -2.58235, 3.51558], [0.76035, -2.98152, -1.03157], [0.85107, -0.80540, 0.26671], [1.78096, 1.31196, -2.11700], [3.70537, 2.85960, 2.00111], [-2.05963, 0.43757, -2.64369], [-1.73475, 1.92362, -2.15281], [0.34361, 1.30929, 0.94633], [0.49759, 2.12100, 1.53532], [-2.64215, 3.53841, 0.40563], [4.49926, 0.30210, -1.80225], [4.52972, -0.60115, -1.48264], [-0.57135, 0.14251, 3.92341], [1.10412, 0.22515, 1.12333], [-0.52503, 3.86897, -2.23926], [2.46578, 1.82966, 2.12087], [3.68411, 0.37373, -2.35359], [-3.89451, -0.80898, -0.64895], [-4.31234, 0.91156, 1.79370], [-2.91586, 1.14577, 1.25736], [-0.50096, 2.94693, -3.31224], [-0.33847, 1.38804, 0.20725], [2.02225, 0.24725, 1.97234], [3.91379, -1.79454, 0.69505], [-1.74939, 3.34586, 0.06944], [-0.22559, -4.14532, -1.09267], [-0.97731, -0.88188, -3.92012], [-3.75219, -0.12996, -1.33293], [-0.70388, -2.80751, 1.26902], [-1.86478, -2.83242, -0.03877], [1.95347, 0.39095, -2.36304], [-0.82285, -2.66435, 0.18129], [-1.40029, 4.25185, 0.03079], [-0.26403, -0.63642, -3.30795], [-1.46267, -0.19938, 4.04984], [1.03289, -3.36658, 3.25963], [-0.57023, -1.14057, -0.07234], [-1.29781, -1.08592, 4.40327], [-2.42680, 1.30527, -2.43713], [3.11542, -0.99834, 1.79586], [-4.72655, -0.38445, -0.38325], [-1.35277, -0.70333, 0.54870], [1.65221, -0.13294, -1.59930], [1.31205, -1.69139, 0.44240], [-0.84304, -0.19056, -4.58235], [3.41004, -1.89901, 1.50548]], "atomic_forces_ev_per_a": [[-0.8, 1.0, -1.0], [-0.1, -0.4, 0.0], [-0.5, 0.1, -0.1], [0.0, 0.1, 0.0], [-0.9, 0.4, 0.0], [-0.8, 0.3, -1.7], [-0.1, -0.1, 0.3], [0.4, 0.0, 0.2], [-1.3, -1.1, 0.0], [-0.1, -0.1, 0.0], [0.1, -0.4, 0.2], [0.4, 0.2, -0.2], [0.0, -0.5, 0.1], [-0.6, 0.5, 0.1], [0.0, -0.2, -0.3], [0.1, -0.7, 0.0], [0.1, 0.3, -0.4], [0.0, -0.1, -0.1], [0.0, 0.2, 0.0], [0.6, 0.7, 0.4], [0.5, -0.3, 0.9], [1.1, 0.5, -0.1], [0.7, -0.3, 0.7], [-0.8, 1.1, -0.6], [0.0, 0.1, 0.1], [0.0, 0.0, 0.0], [0.5, -0.8, 0.0], [0.1, 0.1, 0.1], [-0.8, -0.5, -0.2], [0.1, 0.1, 0.1], [-0.4, 1.1, 0.1], [0.0, -0.3, 0.6], [0.5, 0.6, 0.3], [1.0, -0.3, -0.2], [-0.4, 0.3, -0.2], [-0.2, -0.5, -0.6], [-1.0, 0.0, -0.2], [1.3, 1.1, 1.4], [0.3, -0.4, 0.0], [0.1, -0.4, 0.0], [0.2, -0.3, 0.0], [0.3, 0.5, -0.4], [0.3, -1.6, -0.1], [-0.2, 0.1, -0.1], [-0.6, 0.1, 0.1], [0.2, -0.5, -0.4], [0.0, -0.7, 0.8], [0.4, 0.7, -0.1], [0.2, 0.2, 0.1], [0.7, 0.5, 0.6], [-0.3, -0.2, -0.3], [-0.2, -0.1, 0.2]]}